1.
This record from OMol25 describes a cluster of 41 separate species, C17H103B2N3O46 in total at a distorted geometry. The level of theory is ωB97M-V/def2-TZVPD.

Element x y z (Å)
C: -0.91160 -2.32893 4.99501
C: 0.35307 -2.88229 4.06212
O: -0.10518 -3.74943 2.94117
B: 0.94794 -3.79155 1.86640
O: 2.09527 -4.69769 2.07374
C: 0.68328 -2.84790 0.53460
C: 1.30538 -1.29694 0.48945
N: 2.13734 -0.70145 1.64130
C: 3.44755 -1.19122 1.56559
C: 4.11347 -1.68872 0.14378
C: 4.35648 -1.33319 2.92513
C: 1.10153 -0.28452 -0.81324
B: 1.71201 1.23894 -0.91901
N: 2.85166 1.79955 -0.04873
O: 1.18562 2.19309 -1.95847
C: 0.25668 -0.83488 -2.14432
C: -0.33202 -2.36490 -2.07845
C: -0.14518 -3.39248 -0.77197
C: -0.78881 -4.93007 -0.91152
O: -1.38364 -5.58790 0.08788
C: -0.67468 -5.57419 -2.45100
O: -0.37281 -6.98406 -2.74148
C: -1.46441 -7.88715 -2.34666
C: -2.68829 -7.75765 -3.43423
C: -0.85215 -4.63799 -3.63298
N: -0.77259 -5.11796 -5.09305
C: -1.14564 -3.00921 -3.39027
O: -1.96620 -2.27878 -4.16929
H: -1.96335 -2.60254 4.55035
H: -0.87503 -2.77959 6.08460
H: -0.86803 -1.14437 5.12751
H: 0.89005 -1.92664 3.61873
H: 1.08104 -3.44992 4.81250
H: 1.79340 -5.34457 2.80483
H: 3.81166 -2.81161 -0.12539
H: 5.27786 -1.66246 0.28695
H: 3.81665 -1.00576 -0.75985
H: 4.75343 -2.44835 3.06832
H: 3.65984 -1.06231 3.85036
H: 5.27639 -0.62056 2.80418
H: 3.67430 1.12607 -0.10192
H: 2.54552 1.93609 0.94037
H: 0.19031 2.10010 -2.02757
H: 0.10087 -0.13233 -3.09356
H: -1.03521 -8.99459 -2.46766
H: -1.80550 -7.79987 -1.23051
H: -2.51298 -6.90265 -4.21976
H: -2.74095 -8.77405 -4.04879
H: -3.66795 -7.55074 -2.82497
H: 0.23199 -5.44182 -5.18525
H: -0.81033 -4.22750 -5.65198
O: -0.93181 1.03443 4.78997
H: -0.17379 0.97711 4.18910
H: -0.79277 1.86846 5.26330
O: 0.71472 5.50057 -1.04546
H: 1.26936 4.74498 -0.79976
H: 0.54909 5.37156 -1.99145
O: -3.04297 -1.32408 0.53973
H: -2.48833 -2.07968 0.78542
H: -3.20860 -1.45309 -0.40627
O: -4.60920 -2.14217 -1.76885
H: -5.14337 -2.94387 -1.66464
H: -4.31880 -2.17285 -2.69282
O: 5.90609 1.17537 -0.47861
H: 6.66411 1.11805 -1.07948
H: 6.04514 2.00940 -0.00529
O: -1.71036 0.87955 -3.29266
H: -2.11898 0.00182 -3.25325
H: -2.45280 1.47550 -3.47321
O: -2.28784 -8.25089 0.92242
H: -1.89906 -7.41392 0.62705
H: -2.59220 -8.06271 1.82294
O: -1.59908 6.70416 0.26518
H: -1.47011 7.30916 -0.48065
H: -0.72783 6.29923 0.39148
O: 1.87708 -6.81946 -5.66693
H: 2.43173 -7.57506 -5.42124
H: 1.71145 -6.94847 -6.61293
O: 3.09802 -4.58721 -4.31330
H: 2.69089 -5.29656 -4.83289
H: 3.95300 -4.44160 -4.74549
O: 3.71293 1.83904 4.19032
H: 3.30580 1.12968 3.67073
H: 4.56791 1.98465 3.75813
O: 5.94752 -1.51676 -2.41540
H: 5.53890 -2.39448 -2.37599
H: 5.20507 -0.92081 -2.59595
O: 6.55230 2.38574 3.63280
H: 6.63780 2.69129 4.54836
H: 7.31081 2.78508 3.18096
O: 0.50977 7.22802 2.83095
H: 0.16097 6.63117 3.50994
H: -0.05833 7.06618 2.06280
O: -5.66870 -1.17491 -4.43956
H: -4.91068 -1.23223 -5.04042
H: -5.52965 -0.34088 -3.96623
O: 3.05241 4.36889 -3.70531
H: 2.43622 5.11669 -3.71145
H: 2.56396 3.66683 -3.24978
O: 1.63383 -7.28523 1.54117
H: 0.75473 -7.55361 1.23445
H: 1.95188 -6.68858 0.84703
O: -2.12421 3.30589 3.79084
H: -2.53283 2.42817 3.83025
H: -2.86666 3.90184 3.61029
O: 8.66016 -3.13146 -2.19512
H: 8.25154 -4.00918 -2.15570
H: 7.91771 -2.53551 -2.37566
O: -2.07431 8.08733 3.03745
H: -2.03490 7.65847 2.16943
H: -2.65678 8.84873 2.89611
O: -5.34901 1.01850 -6.24538
H: -5.88318 0.21680 -6.14117
H: -5.05862 0.98782 -7.16935
O: -1.21335 6.31675 -2.91987
H: -1.68182 7.01441 -3.40228
H: -1.63872 6.30801 -2.04926
O: -4.94098 7.67923 1.88698
H: -4.38633 6.92363 2.13268
H: -5.10661 7.55022 0.94099
O: 0.29009 -2.37528 -7.13640
H: 0.67888 -1.53831 -7.43177
H: -0.01427 -2.18710 -6.23588
O: 4.04208 0.60189 -3.34237
H: 4.35361 1.27976 -3.96073
H: 3.14907 0.89397 -3.10529
O: -6.83920 -4.08740 -0.60912
H: -7.45539 -3.33960 -0.61525
H: -7.32764 -4.78946 -0.15359
O: 1.85915 9.70742 4.56926
H: 1.45201 8.99807 4.04967
H: 2.71413 9.85303 4.13707
O: -3.12117 -0.61367 3.80682
H: -3.52830 -1.32303 3.28723
H: -2.26619 -0.46807 3.37463
O: -4.08650 0.96740 -1.71652
H: -3.51287 1.57841 -1.23018
H: -3.76118 0.09012 -1.46446
O: -6.01913 7.37534 -1.07500
H: -5.97972 6.94648 -1.94301
H: -6.60160 8.13675 -1.21633
O: 6.98304 4.94471 4.90940
H: 7.29457 5.62257 4.29104
H: 6.09003 5.23678 5.14648
O: -7.50552 -4.68519 1.92457
H: -6.93188 -4.07418 2.41091
H: -7.18019 -5.56247 2.17663
O: -2.99830 5.93551 5.21857
H: -2.86934 6.54051 4.47274
H: -2.12706 5.53058 5.34487
O: 2.72251 11.82423 6.81334
H: 2.31537 11.11487 6.29375
H: 3.57749 11.96984 6.38115
O: -7.60302 6.57921 2.54426
H: -7.51752 6.88476 3.45981
H: -6.84451 6.97855 2.09241
O: 7.05647 -1.12758 3.93697
H: 7.44525 -0.29060 3.64160
H: 6.75210 -0.93940 4.83749
O: -4.95902 1.69000 3.84247
H: -4.40437 0.93441 4.08817
H: -5.12465 1.56100 2.89648
O: 8.68516 -1.52078 0.90238
H: 9.23981 -2.27638 1.14808
H: 8.51953 -1.64979 -0.04361
O: -2.68124 -8.67520 -6.65386
H: -2.10761 -8.06419 -6.16752
H: -2.35592 -9.55247 -6.40180
O: -3.66100 3.50678 -0.82251
H: -3.34946 4.18465 -1.44086
H: -4.55401 3.79886 -0.58543

The calculation puts the HOMO energy at -8.96 eV. The LUMO energy is -2.2 eV. For the HOMO-LUMO gap, the calculation gives 6.7 eV.

2.
This record from OMol25 describes a cluster of 38 separate species, C17H103FNO38 in total at a distorted geometry. The level of theory is ωB97M-V/def2-TZVPD.

Element x y z (Å)
C: 0.37359 1.62322 -4.23874
C: 1.38597 0.92292 -4.10214
C: 2.59958 0.14926 -3.62180
C: 2.97962 0.48016 -2.13204
C: 2.48299 -0.68306 -1.20793
C: 2.11252 -0.22766 0.27065
C: 3.31024 0.65549 0.76615
C: 3.45255 0.80512 2.29643
C: 4.60352 1.81680 2.63407
F: 2.27678 1.22704 2.95903
C: 0.85727 0.69053 0.22793
C: -0.52147 -0.01200 0.00263
C: -0.89952 0.08380 -1.52404
C: -1.58480 0.84383 0.75305
N: -0.55407 -1.46088 0.34367
O: -1.77989 -1.75464 0.66853
C: 0.36954 -1.81714 1.45410
C: -0.01556 -1.20255 2.82584
C: 0.25488 -3.38261 1.63318
C: 1.87806 -1.55893 1.07999
H: -0.64448 1.98954 -4.33401
H: 2.41519 -0.92923 -3.79018
H: 3.44510 0.42910 -4.28570
H: 2.64652 1.48382 -1.81790
H: 4.09130 0.49576 -2.10784
H: 1.68685 -1.30033 -1.66776
H: 3.35187 -1.36993 -1.07185
H: 4.26838 0.26996 0.34733
H: 3.18960 1.67429 0.33286
H: 3.74934 -0.17080 2.75286
H: 4.87369 2.43889 1.76052
H: 5.50940 1.22876 2.90214
H: 4.34802 2.41368 3.53236
H: 0.74903 1.31549 1.14223
H: 0.96745 1.42281 -0.60335
H: -1.95233 -0.26684 -1.61525
H: -0.25647 -0.54136 -2.16592
H: -0.88036 1.13180 -1.87274
H: -1.46839 0.82067 1.85062
H: -2.61838 0.64373 0.43847
H: -1.37386 1.90031 0.45330
H: -1.08801 -1.33985 3.07508
H: 0.55348 -1.74233 3.61215
H: 0.21861 -0.12766 2.92466
H: 1.15790 -3.80760 2.11568
H: 0.26188 -3.79100 0.59350
H: -0.68429 -3.67253 2.16133
H: 2.48277 -1.66062 1.99923
H: 2.16727 -2.41330 0.42629
O: -4.84085 -1.42498 0.05758
H: -5.39268 -1.61650 0.82214
H: -3.93753 -1.47674 0.39812
O: 0.04161 -0.69282 -6.83712
H: 0.25729 -0.33395 -5.96534
H: 0.58764 -0.15997 -7.43101
O: -4.26338 1.51090 -1.13197
H: -4.61424 1.43055 -0.23629
H: -4.40157 0.63430 -1.51405
O: -1.75452 -5.50247 2.93315
H: -1.79130 -5.69919 1.98592
H: -2.67625 -5.36459 3.17576
O: -1.03770 4.31717 -4.14450
H: -1.91989 4.14422 -3.78768
H: -0.96329 5.27591 -4.13198
O: -2.46688 3.89833 -1.62885
H: -1.84656 3.16785 -1.72250
H: -3.04197 3.62370 -0.90190
O: 1.29495 1.52072 -8.34780
H: 1.59654 2.36621 -7.99944
H: 0.95110 1.73282 -9.22645
O: 4.94447 -1.87387 -3.50357
H: 5.42532 -1.12650 -3.88459
H: 4.61028 -2.34894 -4.27191
O: -3.77395 0.50777 2.74638
H: -3.47206 1.32926 3.14912
H: -3.41923 -0.17970 3.32177
O: -1.38873 1.31132 4.30430
H: -0.43128 1.43192 4.32325
H: -1.57587 0.80075 5.10245
O: 0.08210 3.76182 4.87447
H: 0.01483 3.59226 3.92758
H: -0.82269 3.95834 5.14724
O: -3.18326 -6.77987 0.72694
H: -3.62927 -7.37821 0.10954
H: -3.13341 -7.28720 1.54663
O: 7.29684 -0.14309 -4.74106
H: 8.15898 -0.32441 -4.35340
H: 7.45570 -0.17983 -5.69089
O: 4.23641 -0.69525 -6.59489
H: 4.20510 -0.86189 -7.54396
H: 3.31002 -0.58005 -6.34876
O: 4.15512 -2.24918 4.14644
H: 4.87118 -2.42174 4.76697
H: 3.66385 -1.52553 4.55212
O: -1.55869 -3.42404 -1.89076
H: -1.79683 -2.89754 -1.11573
H: -0.68652 -3.76974 -1.67902
O: -1.06315 -1.79345 5.76772
H: -0.43501 -2.52342 5.74187
H: -1.64447 -2.00881 6.50516
O: -4.63250 4.33252 0.50018
H: -5.50757 4.15705 0.85816
H: -4.56001 5.29231 0.52353
O: 0.67806 1.96826 7.23138
H: 1.04700 2.79534 7.56639
H: 0.32339 2.20383 6.36563
O: 1.70029 4.18284 2.61551
H: 2.42933 4.57375 2.11815
H: 1.98463 3.27123 2.76383
O: 0.48823 0.42561 -10.89458
H: 0.04689 -0.14987 -11.52443
H: 0.53876 -0.10815 -10.09369
O: -5.59420 5.33823 2.89637
H: -5.79557 5.82265 3.70510
H: -4.70451 4.98421 3.04384
O: -3.08462 3.69534 3.97457
H: -2.46793 2.96005 3.85479
H: -3.64966 3.41281 4.70478
O: 4.64111 5.11964 1.18261
H: 4.91908 5.46099 2.04003
H: 5.19705 5.59011 0.55289
O: -3.54707 -8.10829 3.41817
H: -4.05937 -8.29270 4.21205
H: -2.62992 -8.13424 3.71679
O: 7.83683 -3.14307 -5.29151
H: 7.48062 -3.24046 -4.40097
H: 7.06392 -3.21679 -5.86029
O: -5.19505 0.43312 5.37000
H: -4.33848 0.20356 5.74370
H: -5.06532 0.36813 4.41097
O: -7.31996 1.74904 -1.73696
H: -6.36444 1.89516 -1.70816
H: -7.49614 1.18881 -0.97478
O: 1.16265 -6.19275 3.02842
H: 1.12962 -6.38815 2.08657
H: 0.23722 -6.05310 3.26985
O: -5.26865 -8.34343 0.18884
H: -5.62703 -8.41409 1.07985
H: -6.03905 -8.42043 -0.38390
O: -7.29948 3.07139 3.35922
H: -6.80707 3.82947 3.00353
H: -7.67089 2.64110 2.58212
O: 7.49568 3.88515 2.50639
H: 7.07875 3.29060 1.87414
H: 7.52828 3.37484 3.32205
O: -8.89615 1.50568 5.78301
H: -8.65729 1.79043 6.66990
H: -8.35413 2.05599 5.20435
O: -2.18496 -2.66204 -6.74304
H: -2.86907 -2.03919 -6.48116
H: -1.42621 -2.10168 -6.95834
O: 5.86851 2.01800 -6.46457
H: 5.43589 1.43443 -7.09596
H: 5.93106 1.48642 -5.66222
O: 2.60965 3.24231 9.14152
H: 3.56707 3.33777 9.15565
H: 2.41169 2.73204 9.93367
O: 1.72866 -1.92183 -11.27471
H: 2.21336 -1.18124 -11.65545
H: 1.39385 -2.40525 -12.03774

The calculation puts the energy above the lowest of the compared OMol25 structures with the same formula, charge and spin at 39.51 kcal/mol. The calculation puts the HOMO energy (spin up / spin down) at -9.09 / -9.61 eV. Its multiplicity is 2. The LUMO energy (spin up / spin down) is -0.2 / -0.4 eV. For the HOMO-LUMO gap (spin up / spin down), the calculation gives 8.9 / 9.2 eV. As for the expectation value of S²: 0.7541.

3.
This record from OMol25 describes a structure of composition C17H10Cl5N4O8PtS at a distorted geometry. The level of theory is ωB97M-V/def2-TZVPD.

Element x y z (Å)
Pt: -0.51218 -0.75274 0.05195
Cl: -1.43981 7.15942 0.26864
C: -1.41934 5.43514 0.22242
C: -0.26742 4.70910 0.51650
Cl: 1.16876 5.57744 0.92529
C: -0.24768 3.31911 0.49510
Cl: 1.19722 2.50805 0.90776
C: -1.40717 2.53187 0.19761
O: -1.46280 1.24663 0.26248
C: -2.56148 3.32632 -0.10386
Cl: -4.20608 2.52738 -0.50780
C: -2.55355 4.70540 -0.08856
Cl: -4.01125 5.59501 -0.51280
O: 3.54458 -0.03535 -0.26411
C: 2.47890 -0.62948 -0.17510
O: 1.34721 -0.01523 -0.18150
C: 2.51912 -2.14276 -0.06011
C: 3.78078 -2.70744 -0.05456
C: 3.95857 -4.07981 -0.00128
C: 2.87186 -4.93481 0.05396
C: 1.61904 -4.38138 0.08168
C: 1.37392 -2.97827 0.00090
O: 0.14480 -2.59968 -0.06752
N: 0.49940 -5.31987 0.20647
O: -0.41112 -5.03817 0.95339
O: 0.56202 -6.34866 -0.44964
N: 5.29908 -4.64315 -0.00480
O: 6.24553 -3.87963 -0.06257
O: 5.40926 -5.85875 0.04604
H: 4.62732 -2.03851 -0.10801
H: 3.00120 -6.00562 0.08656
S: -2.53476 -1.93210 0.11738
C: -3.54434 -0.55246 -0.16680
N: -4.05023 0.13695 0.90040
C: -4.33585 1.48092 0.87554
C: -5.72578 1.73722 -0.28918
C: -3.58834 1.38525 -1.65734
N: -3.42286 0.06383 -1.31335
H: -3.95534 -0.32991 1.78639
H: -4.75962 3.49436 0.30348
H: -4.32157 2.02296 1.81188
H: -4.40366 3.32578 -1.59925
H: -6.49863 2.33416 0.18373
H: -3.08933 1.82532 -2.50261
H: -5.88373 0.75068 -0.69970
H: -2.93543 -0.49977 -1.99839

The calculation puts the energy above the lowest of the compared OMol25 structures with the same formula, charge and spin at 401.24 kcal/mol. The calculation puts the HOMO energy (spin up / spin down) at -4.82 / -4.82 eV. The LUMO energy (spin up / spin down) is 1.4 / 1.4 eV. For the HOMO-LUMO gap (spin up / spin down), the calculation gives 6.3 / 6.3 eV. Its charge is -1.

4.
This record from OMol25 describes a structure of composition C17H10ClEuIN3O4S3 at a distorted geometry. The level of theory is ωB97M-V/def2-TZVPD.

Element x y z (Å)
Eu: 1.22839 -0.10874 -0.17746
S: 4.71619 2.28486 1.20194
C: 3.45749 1.78226 0.28674
S: 3.66309 0.60806 -1.00596
S: 1.82169 2.37126 0.55254
O: -2.69991 -4.63884 -1.32276
C: -3.30141 -3.53104 -1.68236
O: -4.39711 -3.51374 -2.18076
C: -2.56841 -2.23324 -1.46706
C: -3.07641 -0.98454 -1.84426
Cl: -4.52931 -0.63544 -2.62016
N: -2.14961 -0.04174 -1.54466
N: -1.07241 -0.62154 -0.98476
C: -1.30231 -1.93694 -0.92256
C: -0.19601 -2.82164 -0.36686
O: -0.34681 -4.03624 -0.38446
O: 0.81719 -2.19094 0.05604
C: -2.15801 1.36346 -1.72836
C: -3.31731 2.11146 -1.54986
C: -3.27631 3.48246 -1.74226
C: -2.08471 4.11536 -2.05846
C: -0.92271 3.37286 -2.20596
C: -0.95801 1.99486 -2.06556
H: -1.78181 -4.51654 -0.93536
H: -4.23311 1.63146 -1.24966
H: -4.17841 4.06446 -1.63126
H: -2.05921 5.18866 -2.17786
H: 0.01099 3.86676 -2.42936
H: -0.05511 1.39976 -2.27906
I: -0.14371 0.19956 2.73064
C: 1.92249 -0.35324 3.03314
C: 2.45409 -0.43754 4.30084
C: 3.78199 -0.84434 4.39004
C: 4.49159 -1.10764 3.22884
C: 3.85299 -0.96994 2.00744
N: 2.56819 -0.61314 1.91064
H: 1.86549 -0.19504 5.17144
H: 4.25039 -0.95314 5.35664
H: 5.52569 -1.41284 3.25694
H: 4.38019 -1.13954 1.07314

The calculation puts the energy above the lowest of the compared OMol25 structures with the same formula, charge and spin at 17.23 kcal/mol. The calculation puts the HOMO energy (spin up / spin down) at -3.38 / -3.84 eV. Its multiplicity is 8. The LUMO energy (spin up / spin down) is 2.1 / 2.1 eV. For the HOMO-LUMO gap (spin up / spin down), the calculation gives 5.5 / 5.9 eV. Its charge is -1. As for the expectation value of S²: 15.7609.